Entry 1:
Below is a molecular structure, C32H71BrGeHfN6OSSi3 at a distorted geometry, with properties calculated with ωB97M-V/def2-TZVPD.

Calculated values
- Charge: +3
- Lowest unoccupied orbital energy (spin up / spin down): -0.286 / -0.354 Ha
- HOMO level (spin up / spin down): -15.36 / -15.31 eV
- HOMO-LUMO gap (spin up / spin down): 7.57 / 5.67 eV
- Energy relative to the best compared isomer or geometry (same formula, charge and spin): 8.91 kJ/mol
- 2S+1: 2
- Max |F|: 1.1 eV/A

Each line ends with the Löwdin spin population.
Geometry (Å):
Hf (0.38696, 0.80342, -0.36304)  0.02
N (-1.32050, 2.31082, -1.07135)  0.00
C (-1.88527, 3.50609, -0.39160)  0.00
C (-0.82023, 4.50319, 0.01588)  0.00
C (0.11032, 3.94592, 1.07475)  0.01
N (1.03152, 2.91699, 0.52026)  0.00
H (-0.95137, 2.60033, -1.97839)  0.00
H (-2.09873, 1.69816, -1.31732)  0.00
H (-2.41542, 3.14199, 0.48666)  0.00
H (-2.61933, 3.97371, -1.04908)  0.00
H (-1.30263, 5.40191, 0.40094)  0.00
H (-0.25081, 4.83143, -0.85996)  0.00
H (-0.46901, 3.46206, 1.86053)  0.01
H (0.69153, 4.74121, 1.54125)  0.00
H (1.67225, 2.64831, 1.26402)  0.00
H (1.61026, 3.36600, -0.18860)  0.00
C (1.06842, -4.10194, -2.59192)  0.00
C (1.00431, -4.02143, -1.05711)  0.00
C (-0.21438, -4.78490, -0.51824)  0.00
C (2.30192, -4.53465, -0.41603)  0.00
C (0.85434, -2.59975, -0.72380)  0.00
N (0.76183, -1.47282, -0.52652)  0.00
H (1.18896, -5.14781, -2.87390)  0.00
H (1.91652, -3.54247, -2.98695)  0.00
H (0.15048, -3.72638, -3.04612)  0.00
H (-0.11598, -5.82951, -0.81225)  0.00
H (-1.14580, -4.39903, -0.93114)  0.00
H (-0.26485, -4.74132, 0.56890)  0.00
H (2.38210, -5.60323, -0.61332)  0.00
H (2.29752, -4.39130, 0.66491)  0.00
H (3.17729, -4.04494, -0.84334)  0.00
Br (4.20939, 2.51150, -5.89464)  0.00
C (3.11924, 2.14149, -4.40828)  0.00
C (3.11870, 0.87073, -3.84675)  0.00
C (2.31124, 0.61099, -2.74758)  0.00
C (1.48362, 1.58469, -2.16126)  0.00
C (1.52195, 2.84740, -2.76616)  0.00
C (2.31474, 3.13655, -3.86933)  0.00
H (3.74530, 0.09717, -4.27173)  0.00
H (2.34498, -0.40047, -2.34568)  0.00
H (0.91582, 3.66739, -2.38238)  0.00
H (2.31609, 4.12555, -4.30830)  0.00
C (5.82875, -0.24045, 0.88480)  0.00
N (4.36185, -0.34855, 0.88039)  0.00
C (3.82404, -1.57881, 1.45697)  0.00
C (3.59229, 0.59288, 0.38791)  0.00
C (4.22741, 1.79163, -0.24293)  0.00
O (2.31237, 0.49072, 0.46139)  0.00
H (6.20943, -0.88288, 1.67362)  0.00
H (6.14657, 0.77611, 1.09075)  0.00
H (6.23796, -0.57002, -0.07017)  0.00
H (4.46867, -2.40420, 1.16173)  0.00
H (2.82035, -1.74624, 1.08762)  0.00
H (3.81123, -1.51074, 2.54454)  0.00
H (5.02532, 1.49972, -0.92426)  0.00
H (4.66728, 2.42521, 0.53060)  0.00
H (3.49123, 2.35292, -0.80991)  0.00
C (-3.01108, -2.89002, -3.02349)  0.00
N (-2.65223, -1.88536, -4.01797)  0.00
C (-3.56100, -1.84938, -5.17196)  0.00
C (-1.81131, -0.87372, -3.76212)  0.00
S (-1.52307, -0.47703, -2.09599)  0.00
N (-1.25125, -0.22578, -4.78051)  0.00
C (-0.98813, -0.86983, -6.07137)  0.00
C (-0.74607, 1.13709, -4.67830)  0.00
H (-3.26036, -3.80944, -3.55100)  0.00
H (-3.87574, -2.57140, -2.43737)  0.00
H (-2.17705, -3.07418, -2.35382)  0.00
H (-4.56941, -2.03944, -4.80578)  0.00
H (-3.30777, -2.60957, -5.91020)  0.00
H (-3.54522, -0.86739, -5.63406)  0.00
H (-1.04178, -1.94980, -5.96800)  0.00
H (0.02137, -0.59437, -6.37532)  0.00
H (-1.68319, -0.53951, -6.84265)  0.00
H (-1.12686, 1.60361, -3.77447)  0.00
H (-1.09171, 1.69958, -5.54550)  0.00
H (0.34418, 1.14893, -4.65680)  0.00
C (0.77105, 3.18179, 4.25870)  0.00
Si (0.38109, 1.34506, 4.21214)  0.04
C (-0.55981, 0.87136, 5.75582)  0.00
C (2.02065, 0.42037, 4.13453)  0.02
Ge (-0.83508, 0.58974, 2.21031)  0.34
Si (-3.25359, 1.33522, 2.85444)  0.18
C (-2.97114, 3.11555, 3.36329)  0.06
C (-4.10526, 1.12281, 1.18827)  0.05
C (-4.10261, 0.43361, 4.23822)  0.01
Si (-1.53719, -1.78731, 2.57954)  0.11
C (-2.41747, -2.40145, 1.04712)  0.01
C (-2.48834, -2.31314, 4.09531)  0.00
C (0.20830, -2.46711, 2.81115)  0.07
H (1.17186, 3.39044, 5.25479)  0.00
H (-0.08445, 3.84080, 4.11766)  0.00
H (1.55004, 3.47008, 3.54901)  0.00
H (0.05404, 1.10529, 6.62992)  0.00
H (-0.78201, -0.19577, 5.79349)  0.00
H (-1.49412, 1.42380, 5.86678)  0.00
H (2.74012, 0.92159, 4.78756)  0.00
H (2.43367, 0.39902, 3.12549)  0.00
H (1.92246, -0.60724, 4.48588)  0.00
H (-2.61745, 3.77747, 2.57647)  0.00
H (-2.30018, 3.19303, 4.21995)  0.00
H (-3.94611, 3.49186, 3.69278)  0.01
H (-3.46866, 0.67636, 0.42145)  0.00
H (-4.47107, 2.08344, 0.81788)  0.00
H (-4.97209, 0.46972, 1.31088)  0.00
H (-3.43651, 0.14345, 5.04698)  0.00
H (-4.64072, -0.44523, 3.89092)  0.00
H (-4.83915, 1.12301, 4.66326)  0.00
H (-3.41871, -1.96772, 0.99834)  0.00
H (-2.54676, -3.48598, 1.10953)  0.00
H (-1.90809, -2.16261, 0.11281)  0.00
H (-3.56331, -2.33631, 3.93296)  0.00
H (-2.28382, -1.73514, 4.99362)  0.00
H (-2.17016, -3.34041, 4.30202)  0.00
H (0.96337, -2.03542, 2.15952)  0.00
H (0.17921, -3.55016, 2.65354)  0.01
H (0.51766, -2.30725, 3.84528)  0.00

---

Entry 2:
Below is a single C20H27NO3 molecule, with properties calculated with ωB97M-V/def2-TZVPD.

Calculated values
- SMILES: COc1cc2c(cc1OC)CN(C(=O)C[C@H]1C[C@@H]3CC[C@H]1C3)CC2
- Lowest unoccupied orbital energy: 0.025 Ha
- HOMO level: -8.01 eV
- HOMO-LUMO gap: 8.68 eV
- Energy relative to the best compared isomer or geometry (same formula, charge and spin): 0.00 kJ/mol
- Max |F|: 0.5 eV/A

Each line ends with the Mulliken charge.
Geometry (Å):
C (-6.59770, -1.18451, 0.95971)  -0.91
H (-7.61277, -0.84675, 1.16217)  0.23
O (-5.89077, -0.03866, 0.55768)  -0.45
C (-4.57885, -0.17492, 0.22119)  1.01
C (-3.86464, -1.35867, 0.25517)  -0.55
C (-2.52671, -1.39675, -0.12159)  -0.24
C (-1.88941, -0.23537, -0.52002)  -0.16
C (-2.59414, 0.96569, -0.54497)  -0.50
C (-3.92749, 1.01325, -0.18242)  0.73
O (-4.69954, 2.13530, -0.17506)  -0.46
C (-4.11477, 3.35091, -0.56696)  -0.90
H (-3.28651, 3.63266, 0.09215)  0.35
H (-4.90532, 4.09535, -0.48749)  0.23
H (-3.75789, 3.31286, -1.60195)  0.35
H (-2.08116, 1.86229, -0.85600)  0.49
C (-0.46412, -0.27573, -1.00114)  -0.70
N (0.33783, -1.32054, -0.38386)  0.39
C (1.64271, -1.55796, -0.67861)  0.31
O (2.22743, -2.51893, -0.20820)  -0.69
C (2.35295, -0.58811, -1.60323)  -1.14
C (3.26276, 0.42235, -0.87943)  0.02
H (3.58102, 1.13423, -1.64855)  0.72
C (4.51720, -0.19165, -0.22586)  0.03
H (4.88983, -1.07481, -0.73951)  0.54
C (4.10477, -0.38722, 1.23203)  -0.99
H (3.30882, -1.11458, 1.36004)  0.29
H (4.94495, -0.65627, 1.86967)  0.40
C (3.65480, 1.05994, 1.41041)  -0.11
H (3.27427, 1.33499, 2.39371)  0.47
C (2.60868, 1.17801, 0.29824)  -0.96
H (2.37865, 2.21507, 0.05061)  0.39
H (1.69038, 0.68797, 0.62107)  0.13
C (4.91031, 1.83868, 0.99523)  -0.88
H (4.65938, 2.82735, 0.61050)  0.32
H (5.58029, 1.97095, 1.84501)  0.39
C (5.54577, 0.93627, -0.08329)  -1.12
H (5.71615, 1.46388, -1.02175)  0.42
H (6.50253, 0.53697, 0.25419)  0.36
H (2.98818, -1.19452, -2.25360)  0.54
H (1.64785, -0.04607, -2.23075)  0.38
C (-0.33349, -2.24440, 0.51064)  -1.04
C (-1.69687, -2.64120, -0.04782)  -1.07
H (-2.16343, -3.38763, 0.59502)  0.41
H (-1.56772, -3.07770, -1.04227)  0.30
H (0.32392, -3.10898, 0.62401)  0.48
H (-0.46885, -1.77157, 1.49187)  0.36
H (-0.49366, -0.44485, -2.08932)  0.33
H (-0.00492, 0.70366, -0.82886)  0.36
H (-4.33603, -2.27549, 0.57195)  0.43
H (-6.62019, -1.94298, 0.16985)  0.36
H (-6.17454, -1.62187, 1.87040)  0.35

---

Entry 3:
Below is 2 unconnected molecules or ions with the total composition C9H13BF2O2 at a distorted geometry, with properties calculated with ωB97M-V/def2-TZVPD.

Calculated values
- SMILES: OB(O)c1ccccc1F.CCCF
- Lowest unoccupied orbital energy: 0.003 Ha
- HOMO level: -9.21 eV
- HOMO-LUMO gap: 9.29 eV
- Energy relative to the best compared isomer or geometry (same formula, charge and spin): 176.25 kJ/mol
- Max |F|: 11.0 eV/A

Each line ends with the Mulliken charge.
Geometry (Å):
B (0.14704, 1.24989, 1.55131)  0.85
C (-3.06388, -0.57933, -0.77228)  -0.30
C (-2.40540, 0.48890, -1.33413)  -0.87
C (-2.79336, -1.00833, 0.45304)  -0.41
C (-1.18934, 0.87679, -0.72575)  0.35
C (-1.75271, -0.37961, 1.21016)  -0.41
C (-0.83393, 0.53954, 0.58446)  0.26
C (2.67292, 0.33706, -0.56782)  -1.32
C (1.47209, -1.79970, -0.72772)  -0.43
C (1.66274, -0.57846, -1.22986)  0.87
O (0.37332, 2.54014, 1.29521)  -0.54
O (0.44229, 0.71750, 2.78991)  -0.59
F (-0.42540, 1.75336, -1.38772)  -0.32
F (1.45882, -2.90386, -1.58705)  -0.35
H (-4.01196, -0.89942, -1.23258)  0.32
H (-2.68169, 0.88909, -2.25585)  0.48
H (-3.39143, -1.86740, 0.94842)  0.27
H (-1.63411, -0.63325, 2.26673)  0.36
H (2.56282, 0.26442, 0.42760)  0.29
H (2.20742, 1.20639, -1.02579)  0.37
H (3.77895, 0.09953, -0.79977)  0.34
H (0.83228, -1.81099, 0.11229)  0.32
H (2.49320, -2.21137, -0.11398)  0.18
H (2.00864, -0.61085, -2.34899)  0.35
H (0.74222, -0.04268, -1.18949)  -0.59
H (0.71892, 3.02555, 2.08776)  0.27
H (0.60951, 1.33710, 3.57190)  0.29